DFT (ωB97M-V/def2-TZVPD) results for a molecular structure, C40H55N4O8P3Y.

Output
**ΔE to the lowest compared entry with this formula, charge and spin**: 3.5 kJ/mol
**Charge**: +1
**Multiplicity**: 1
**Gap between HOMO and LUMO**: 8.38 eV
**HOMO**: -10.0 eV

Element x y z (Å)
Y (1.477, -0.174, 0.280)
P (0.005, -1.334, 2.473)
P (-0.657, 0.209, -2.620)
P (-1.813, 1.436, -0.135)
O (-0.534, 0.921, 0.402)
O (0.265, -3.831, -0.463)
O (3.687, -1.029, 0.304)
O (-2.964, 1.122, 0.872)
O (-1.811, 2.972, -0.443)
O (0.386, -0.473, -1.810)
O (-1.225, -0.653, -3.797)
O (-0.062, 1.539, -3.213)
N (2.704, 1.553, -0.980)
N (4.161, -3.275, 0.340)
N (2.019, -2.429, -0.152)
N (4.192, 2.020, -2.527)
C (-0.523, -1.838, -4.341)
C (3.168, 1.230, -2.172)
C (-3.571, -2.549, 0.989)
C (-2.235, -2.202, 1.153)
C (0.663, -2.652, 3.543)
C (-4.460, -2.404, 2.043)
C (1.352, 2.643, 4.230)
C (1.769, -4.749, 5.009)
C (0.984, -5.018, 3.893)
C (-1.154, 3.861, 0.549)
C (4.402, 2.906, -1.496)
C (-4.009, -1.926, 3.268)
C (3.667, -4.559, 0.233)
C (0.116, 2.200, -5.512)
C (-0.980, -1.962, -5.776)
C (0.307, 2.011, 4.898)
C (0.438, -3.976, 3.161)
C (1.454, -2.388, 4.657)
C (-0.737, 2.299, -4.268)
C (4.963, 1.936, -3.756)
C (-5.283, 0.849, 0.240)
C (-2.673, -1.592, 3.435)
C (0.162, 4.306, -0.044)
C (5.541, -3.048, 0.753)
C (1.428, 0.871, 2.541)
C (-1.775, -1.717, 2.377)
C (-0.916, 3.714, -3.770)
C (-4.279, 1.766, 0.905)
C (3.479, 2.602, -0.545)
C (3.302, -2.228, 0.159)
C (-4.580, 2.019, 2.363)
C (-2.109, 4.994, 0.833)
C (-2.160, 0.633, -1.711)
C (2.002, -3.436, 5.387)
C (-0.170, 0.800, 4.425)
C (0.385, 0.251, 3.268)
C (-0.864, -3.041, -3.497)
C (2.382, -4.803, -0.052)
C (1.463, -3.685, -0.238)
C (1.900, 2.076, 3.088)
H (-1.514, 3.742, -2.860)
H (4.393, -5.343, 0.399)
H (-2.340, 5.534, -0.087)
H (0.768, 3.442, -0.325)
H (0.055, 4.166, -3.559)
H (-2.332, -1.253, 4.404)
H (-0.954, 0.289, 4.971)
H (0.241, 1.159, -5.811)
H (3.323, 3.060, 0.417)
H (0.798, -6.041, 3.592)
H (-0.353, 2.740, -6.334)
H (5.989, 1.647, -3.537)
H (-4.197, 2.708, 0.359)
H (-3.040, 4.635, 1.275)
H (-4.695, -1.831, 4.100)
H (5.174, 3.654, -1.535)
H (2.726, 2.601, 2.614)
H (-1.710, 1.834, -4.452)
H (0.545, -1.621, -4.295)
H (5.677, -3.328, 1.797)
H (-4.613, 1.072, 2.902)
H (1.645, -1.365, 4.955)
H (2.002, -5.809, -0.130)
H (1.100, 2.635, -5.330)
H (-5.499, -2.683, 1.920)
H (4.513, 1.186, -4.402)
H (4.957, 2.895, -4.268)
H (-3.815, 2.648, 2.818)
H (6.211, -3.637, 0.128)
H (2.611, -3.221, 6.256)
H (-1.649, 5.691, 1.533)
H (-0.370, -3.919, -3.917)
H (-6.277, 1.294, 0.291)
H (-5.042, 0.685, -0.811)
H (-2.055, -2.137, -5.816)
H (0.716, 4.890, 0.692)
H (2.194, -5.562, 5.582)
H (-1.415, 4.308, -4.536)
H (-1.941, -3.219, -3.521)
H (-3.912, -2.950, 0.042)
H (2.789, 0.437, -2.797)
H (-0.750, -1.065, -6.350)
H (-2.824, 1.230, -2.341)
H (-0.973, 3.268, 1.450)
H (5.765, -1.993, 0.638)
H (-0.478, -2.809, -6.246)
H (-0.005, 4.928, -0.925)
H (-2.661, -0.311, -1.479)
H (-0.115, 2.450, 5.793)
H (-1.535, -2.349, 0.335)
H (-0.536, -2.937, -2.463)
H (-5.546, 2.515, 2.465)
H (-0.164, -4.192, 2.284)
H (-5.302, -0.115, 0.749)
H (1.741, 3.579, 4.615)

Atomic forces in eV per Å
0.0 0.0 0.2
0.0 0.0 0.0
0.0 -0.1 -0.1
-0.1 -0.3 0.0
0.0 0.2 0.0
0.1 0.0 0.1
0.0 0.0 0.0
0.1 0.0 -0.1
0.0 0.1 0.0
0.0 0.2 -0.1
0.0 0.0 0.1
0.0 0.0 0.0
-0.1 -0.1 0.0
0.0 0.0 0.0
0.0 -0.2 0.1
0.0 0.0 0.0
0.0 0.1 -0.1
0.0 0.1 0.0
0.0 0.0 0.0
-0.1 0.0 -0.1
0.0 0.0 0.0
0.0 0.0 0.0
0.0 0.0 0.0
0.0 0.0 0.0
0.0 0.0 0.0
0.0 0.0 0.0
0.0 0.0 0.0
0.0 0.0 0.0
-0.1 0.1 0.0
0.0 0.0 0.0
0.0 0.0 0.0
0.0 0.0 0.0
0.0 0.0 0.0
0.0 0.0 0.0
0.0 0.0 0.0
0.0 0.0 0.0
0.0 0.0 0.0
0.0 0.0 0.0
0.0 -0.1 0.0
0.0 0.0 0.0
0.0 0.0 -0.1
0.0 0.0 0.0
0.0 0.0 0.0
0.0 0.0 0.0
0.0 0.0 0.0
0.1 -0.1 0.1
0.0 0.0 0.0
0.0 0.0 0.0
0.0 0.1 0.0
0.0 0.0 0.0
0.0 -0.1 0.0
0.1 0.0 0.0
0.0 0.0 0.0
0.1 -0.1 0.0
-0.2 0.0 -0.1
0.0 0.0 0.0
0.0 0.0 0.0
0.0 0.0 0.0
0.0 0.0 0.0
0.0 0.0 0.0
0.0 0.0 0.0
0.0 0.0 0.0
0.0 0.0 0.0
0.0 0.0 0.0
0.0 0.0 0.0
0.0 0.0 0.0
0.0 0.0 0.0
0.0 0.0 0.0
0.0 0.0 0.0
0.0 0.0 0.0
0.0 0.0 0.0
0.0 0.0 0.0
0.0 0.0 0.0
0.0 0.0 0.0
0.0 0.0 0.0
0.0 0.0 0.0
0.0 0.0 0.0
0.0 0.0 0.0
0.0 0.0 0.0
0.0 0.0 0.0
0.0 0.0 0.0
0.0 0.0 0.0
0.0 0.0 0.0
0.0 0.0 0.0
0.0 0.0 0.0
0.0 0.0 0.0
0.0 0.0 0.0
0.0 0.0 0.0
0.0 0.0 0.0
0.0 0.0 0.0
0.0 0.0 0.0
0.0 0.0 0.0
0.0 0.0 0.0
0.0 0.0 0.0
0.0 0.0 0.0
0.0 0.0 0.0
0.0 0.0 0.0
0.0 0.0 0.0
0.0 0.0 0.0
0.0 0.0 0.0
0.0 0.0 0.0
0.0 0.0 0.0
0.0 0.0 0.0
0.0 0.0 0.0
0.0 0.0 0.0
0.0 0.0 0.0
0.0 0.0 0.0
0.0 0.0 0.0
0.0 0.0 0.0
0.0 0.0 0.0
0.0 0.0 0.0


DFT (ωB97M-V/def2-TZVPD) results for a molecular structure, C40H56FNO7Si2V.

Output
**ΔE to the lowest compared entry with this formula, charge and spin**: 0.0 kJ/mol
**Charge**: -2
**Multiplicity**: 4
**Gap between HOMO and LUMO (spin up / spin down)**: 5.47 / 6.25 eV
**HOMO (spin up / spin down)**: -1.2 / -2.0 eV

Element x y z (Å)
V (0.339, -1.077, -0.096)
Si (-2.290, 1.472, 3.880)
Si (0.143, -0.501, -3.574)
F (-0.104, 1.603, 0.057)
O (-1.185, -1.279, -4.184)
O (1.960, -1.947, 0.626)
O (0.061, 1.014, -4.245)
O (0.209, -0.767, 2.031)
O (3.401, -2.272, 2.310)
O (1.427, -1.199, -4.358)
O (0.254, -0.520, -2.011)
N (-1.136, 1.557, 2.637)
C (2.230, 0.365, 2.875)
C (2.895, 0.724, 4.044)
C (1.616, -3.198, -2.953)
C (0.263, 3.358, -4.094)
C (-0.874, 4.011, 2.661)
C (0.484, -0.811, 5.050)
C (-0.485, 5.180, 2.027)
C (1.796, 1.996, -5.543)
C (0.040, 5.157, 0.742)
C (2.362, -1.834, 1.831)
C (1.003, -3.472, 5.575)
C (-2.543, -0.864, -4.157)
C (-2.477, -2.980, 1.250)
C (2.384, 1.191, 1.764)
C (1.899, -2.535, -4.302)
C (-1.482, -3.996, 1.317)
C (1.119, -1.582, 4.079)
C (-2.871, -0.268, -5.525)
C (-2.897, -0.286, 4.092)
C (3.108, 2.368, 1.831)
C (1.031, 2.046, -4.221)
C (2.002, 1.896, -3.048)
C (-0.768, 2.725, 2.066)
C (-1.074, -2.730, -0.547)
C (0.399, -2.688, 6.548)
C (-0.248, 2.779, 0.753)
C (3.731, 2.736, 3.016)
C (3.405, -2.467, -4.539)
C (1.441, -0.945, 2.736)
C (0.135, -1.352, 6.278)
C (-1.700, 2.074, 5.602)
C (-3.816, 2.519, 3.467)
C (-0.658, -3.870, 0.214)
C (0.151, 3.923, 0.107)
C (-3.375, -2.117, -3.899)
C (1.364, -2.923, 4.351)
C (-2.805, 0.169, -3.060)
C (-2.245, -2.218, 0.118)
C (1.217, -3.319, -5.424)
C (3.633, 1.898, 4.115)
H (-3.545, 3.562, 3.281)
H (-3.879, 0.312, -2.924)
H (-0.289, 0.100, 2.289)
H (3.830, -3.470, -4.630)
H (0.350, 6.066, 0.243)
H (1.916, -2.550, -2.129)
H (0.136, -3.252, -5.297)
H (0.254, 0.226, 4.831)
H (4.290, 3.662, 3.076)
H (-2.373, -0.172, -2.120)
H (0.129, -3.117, 7.507)
H (2.166, -4.138, -2.879)
H (-3.118, -2.534, -2.924)
H (0.193, -4.494, -0.027)
H (0.550, -3.408, -2.839)
H (3.179, 3.001, 0.955)
H (-1.606, 1.243, 6.306)
H (2.846, 0.079, 4.910)
H (-2.854, -1.393, -0.229)
H (-1.374, -4.708, 2.126)
H (-3.261, -2.822, 1.978)
H (-2.343, 1.124, -3.314)
H (1.934, 0.912, 0.821)
H (1.445, 1.778, -2.119)
H (-3.913, 0.061, -5.564)
H (-2.936, -0.785, 3.122)
H (-1.280, 4.068, 3.664)
H (2.585, 2.752, -5.569)
H (-0.717, 2.548, 5.525)
H (1.111, 2.166, -6.377)
H (2.621, 1.006, -3.179)
H (2.240, 1.006, -5.658)
H (-0.592, 6.126, 2.548)
H (-0.308, 3.361, -3.164)
H (2.649, 2.774, -2.979)
H (-0.959, -2.677, -1.626)
H (-4.558, 2.495, 4.270)
H (1.519, -4.369, -5.403)
H (3.611, -1.908, -5.454)
H (-2.257, -0.885, 4.741)
H (-3.166, -2.864, -4.668)
H (4.134, 2.157, 5.041)
H (-3.904, -0.283, 4.521)
H (-4.283, 2.133, 2.557)
H (0.944, 4.212, -4.096)
H (-2.215, 0.583, -5.711)
H (-0.355, -0.732, 7.019)
H (-2.387, 2.806, 6.036)
H (3.886, -1.957, -3.702)
H (1.193, -4.522, 5.766)
H (0.551, 3.838, -0.896)
H (-0.438, 3.460, -4.926)
H (-2.703, -1.014, -6.306)
H (1.846, -3.538, 3.606)
H (1.478, -2.891, -6.395)
H (-4.442, -1.883, -3.913)

Atomic forces in eV per Å
-0.6 0.3 -0.2
-0.2 0.1 0.1
0.1 -0.1 -0.2
-0.2 0.2 0.1
0.1 0.0 0.0
0.8 -0.2 0.2
-0.1 -0.1 0.0
0.0 0.7 0.0
0.0 -0.1 0.0
0.0 0.1 0.0
0.1 0.2 0.1
0.2 -0.2 0.0
0.0 0.0 0.0
0.0 0.0 0.0
0.0 0.1 -0.1
0.0 0.0 0.0
0.0 0.0 0.0
0.0 0.0 0.0
0.0 0.0 0.0
0.0 0.0 0.0
0.0 0.0 0.0
-0.1 0.1 0.0
0.0 0.0 0.0
-0.2 0.0 0.0
0.1 0.0 0.1
-0.1 -0.1 0.0
0.0 -0.2 0.0
-0.1 0.1 0.0
0.0 0.0 0.0
0.0 0.0 0.0
0.0 0.0 0.0
0.0 0.0 0.0
0.1 0.1 0.0
-0.1 -0.1 0.0
-0.1 -0.1 0.0
-0.8 -0.7 -0.1
0.0 0.0 0.0
0.2 0.0 -0.1
0.0 0.0 0.0
0.0 0.1 0.0
0.1 0.0 -0.1
0.0 0.0 0.0
0.1 0.0 -0.1
0.0 0.0 -0.1
0.1 0.1 0.0
0.0 0.0 0.0
0.1 0.0 0.0
0.0 0.0 0.0
0.1 0.0 0.0
0.0 -0.1 -0.1
0.0 0.0 0.0
0.0 0.0 0.0
-0.1 0.0 0.0
0.0 0.0 0.0
0.1 -0.1 0.0
0.0 0.0 0.0
0.0 0.0 0.0
0.1 -0.1 0.0
0.0 0.0 0.0
0.0 0.0 0.0
0.0 0.0 0.0
0.0 0.0 0.1
0.0 0.0 0.0
0.0 0.0 0.0
0.0 0.0 0.0
0.0 0.0 0.0
0.1 0.0 0.0
0.0 0.0 0.0
0.0 0.0 0.0
0.0 0.0 0.0
0.0 0.0 0.0
0.0 0.0 0.0
0.0 0.1 0.1
0.0 0.0 0.0
0.0 0.0 0.0
0.0 0.0 0.0
0.0 0.0 0.0
0.0 0.0 0.0
0.1 0.0 0.0
0.0 0.0 0.0
0.0 0.0 0.0
0.0 0.0 0.0
0.0 0.0 0.0
0.0 0.0 0.0
0.0 0.0 0.0
0.0 0.0 0.0
0.0 0.0 0.0
0.1 0.2 0.1
0.0 0.0 0.0
0.0 0.0 0.0
0.0 0.0 0.0
0.0 0.0 0.0
0.0 0.0 0.0
0.0 0.0 0.0
0.0 0.0 0.0
0.0 0.0 0.0
0.0 0.0 0.0
0.0 0.0 0.0
0.0 0.0 0.0
0.0 0.0 0.0
0.0 0.0 0.0
0.0 0.0 0.0
0.0 0.0 0.0
0.0 0.0 0.0
0.0 0.0 0.0
0.0 0.0 0.0
0.0 0.0 0.0
0.0 0.0 0.0